[1]
Formula: C35H50BrIrN6O8SSi
Source: OMol25
Level of theory: wB97M-V/def2-TZVPD

Computed properties:
Kohn-Sham gap (spin up / spin down) = 6.54 / 6.71 eV
LUMO level (spin up / spin down) = -0.054 / -0.048 Eh
highest occupied orbital energy (spin up / spin down) = -8.01 / -8.02 eV
max |F| = 2.4 eV/Å
energy = -5660.29845 Ha

Element x y z (Å)
Ir 0.675626 -0.597549 -0.145221
N 1.826183 -1.400212 -7.703699
C 2.008413 -1.747302 -6.390094
C 3.219441 -1.466991 -5.745877
C 3.425037 -1.860831 -4.441333
C 2.424982 -2.543948 -3.774238
C 1.225730 -2.845339 -4.393451
C 1.014154 -2.447557 -5.696849
S 2.664231 -2.936384 -2.061473
O 1.644617 -3.861341 -1.653038
O 4.020721 -3.329787 -1.806896
N 2.365887 -1.497015 -1.303095
C 3.330380 -0.615055 -1.100957
N 2.959019 0.359023 -0.237558
C 3.857904 1.208030 0.201076
C 5.152055 1.207311 -0.309004
C 5.408307 0.273045 -1.306846
N 4.533704 -0.637083 -1.677205
H 2.453039 -0.723785 -8.105363
H 0.886754 -1.397441 -8.059454
H 3.988354 -0.935138 -6.285961
H 4.342702 -1.653287 -3.915413
H 0.480033 -3.390904 -3.841108
H 0.081503 -2.672270 -6.193405
H 3.524831 1.887811 0.973356
H 5.891286 1.911237 0.031517
H 6.362632 0.246778 -1.819591
C 2.537443 4.390184 0.238102
C 1.046059 4.096008 0.466395
C 0.492713 3.264704 -0.692190
C 0.282616 5.426684 0.564509
O 0.839158 3.441643 1.692669
Si 0.910140 1.984911 2.400713
O 0.677541 0.702284 1.476970
O -0.201312 2.053431 3.601237
C -1.590381 1.813477 3.547898
C -1.840655 0.310933 3.374113
C -2.219862 2.599508 2.397610
C -2.176769 2.282294 4.888293
O 2.376093 1.976792 3.110596
C 2.946159 1.135763 4.095236
C 1.923217 0.193225 4.721825
C 3.515477 2.065860 5.173203
C 4.068778 0.316371 3.444363
H 2.655884 5.269024 -0.390466
H 3.020087 3.552284 -0.252165
H 3.021662 4.568670 1.194466
H 0.707428 3.755156 -1.639140
H -0.581308 3.142833 -0.584245
H 0.937672 2.269408 -0.678260
H 0.309498 5.951802 -0.386224
H 0.727560 6.053944 1.330912
H -0.752507 5.234858 0.834175
H -1.364472 -0.029843 2.459108
H -2.906000 0.098046 3.341425
H -1.400727 -0.227080 4.210065
H -1.832770 2.223142 1.456184
H -1.937079 3.642825 2.492444
H -3.303480 2.514382 2.414680
H -1.702708 1.745822 5.706727
H -3.249464 2.094123 4.918295
H -2.002070 3.346631 5.024933
H 1.115683 0.776502 5.150768
H 2.391523 -0.408144 5.497366
H 1.508948 -0.455175 3.955246
H 2.708064 2.675015 5.572554
H 4.260740 2.727080 4.737063
H 3.967878 1.493015 5.978761
H 3.655692 -0.280239 2.634892
H 4.525865 -0.346959 4.174216
H 4.834127 0.976997 3.042032
N -1.340748 0.274955 -0.484156
C -2.459294 0.116722 -0.217179
N -3.706035 -0.033407 0.072777
C -4.647857 1.065741 -0.035724
C -5.934002 0.580976 -0.697311
C -6.499476 -0.604026 0.079260
C -5.468096 -1.727884 0.105598
C -4.173248 -1.233865 0.744913
H -4.190367 1.865124 -0.620758
H -4.871289 1.451847 0.967940
H -5.713172 0.266900 -1.717762
H -6.654430 1.398847 -0.728546
H -7.422194 -0.951707 -0.384177
H -6.734654 -0.292740 1.099185
H -5.265675 -2.056540 -0.913454
H -5.842524 -2.577684 0.677038
H -3.389793 -1.991672 0.687216
H -4.351859 -1.001476 1.802814
Br -3.105563 -2.009742 -2.882558
C -2.414808 -3.746163 -2.570839
C -3.063276 -4.820731 -3.155126
C -2.565493 -6.096416 -2.963074
C -1.442149 -6.290796 -2.173911
C -0.821701 -5.214291 -1.562809
C -1.297991 -3.924829 -1.766561
C -0.597137 -2.735312 -1.191443
O -0.323718 -1.786736 -1.960891
O -0.387320 -2.666461 0.042548
H -3.943902 -4.651888 -3.754879
H -3.063790 -6.937582 -3.425557
H -1.048302 -7.286876 -2.039872
H 0.070200 -5.334492 -0.968875

Cartesian forces (eV/Å) of the 2 atoms listed first:
Ir -0.4 0.4 -1.4
N 0.0 0.1 -0.4

***

[2]
Formula: C35H50Cl2N3OP3RhSi
Source: OMol25
Level of theory: wB97M-V/def2-TZVPD

Computed properties:
Kohn-Sham gap (spin up / spin down) = 3.86 / 4.11 eV
relative energy (zero: lowest compared OMol25 entry of this formula, charge and spin) = 0.6 kcal per mole
LUMO level (spin up / spin down) = -0.129 / -0.210 Eh
2S+1 = 5
highest occupied orbital energy (spin up / spin down) = -7.38 / -9.81 eV
charge = +1
max |F| = 0.7 eV/Å
energy = -3947.44884 Ha

Element x y z (Å)
Rh -0.559033 -0.447319 0.011874
C 1.074550 0.264079 3.115225
P 1.097634 -0.872255 1.692980
C 2.703357 -0.608066 0.984548
N 3.761354 -0.694562 1.799932
C 4.975746 -0.649468 1.129635
C 6.157231 -0.728030 1.874716
C 7.386276 -0.747703 1.244442
C 7.461570 -0.691303 -0.146626
C 6.306909 -0.600431 -0.900271
C 5.053567 -0.568371 -0.282723
N 3.921084 -0.420228 -1.077325
C 2.781637 -0.403392 -0.387345
P 1.292765 -0.028196 -1.327954
C 1.493102 -1.142434 -2.743304
C 1.472517 1.685150 -2.059614
C 0.988055 2.702182 -1.024663
C 2.921104 2.028039 -2.420126
C 0.641662 1.763285 -3.348980
C 1.016304 -2.589346 2.433375
C 2.349557 -3.013386 3.048155
C -0.069404 -2.643515 3.510760
C 0.644373 -3.543887 1.298478
H 1.956162 0.035829 3.716250
H 0.175450 0.190348 3.724809
H 1.169281 1.276904 2.726835
H 6.080671 -0.781601 2.953068
H 8.291500 -0.810277 1.834250
H 8.424922 -0.715683 -0.638862
H 6.346433 -0.543502 -1.980519
H 2.444904 -0.881712 -3.207406
H 0.694335 -1.077939 -3.473936
H 1.574116 -2.157700 -2.359110
H 1.595216 2.648327 -0.115757
H -0.058749 2.548358 -0.770949
H 1.093671 3.708676 -1.437789
H 3.575435 2.060138 -1.553666
H 2.898155 3.020120 -2.881584
H 3.353904 1.330208 -3.134297
H -0.385006 1.425952 -3.221432
H 1.109104 1.180839 -4.144359
H 0.618746 2.803935 -3.683394
H 2.702804 -2.319489 3.808965
H 3.137226 -3.107721 2.305396
H 2.185372 -3.988308 3.517700
H 0.163677 -1.996611 4.357187
H -0.134994 -3.666046 3.889654
H -1.050000 -2.384429 3.115735
H 1.362295 -3.486980 0.476052
H -0.351402 -3.315899 0.912779
H 0.635528 -4.572059 1.669184
Cl -4.027673 -2.718978 3.000838
C -3.583836 -1.101927 3.271402
C -4.099671 -0.408388 4.346091
C -3.754467 0.918812 4.558115
Cl -4.418973 1.722491 5.900454
C -2.857975 1.623707 3.677824
C -2.501778 2.972493 3.827258
C -1.654272 3.536857 2.905891
C -1.158286 2.745051 1.863454
N -1.465152 1.468757 1.724256
C -2.309424 0.925119 2.599113
C -2.655532 -0.482328 2.348807
O -2.177905 -1.106623 1.389254
H -4.779951 -0.901506 5.025915
H -2.895219 3.550040 4.652311
H -1.364338 4.575447 2.977437
H -0.486896 3.162892 1.123931
C -5.090606 2.798783 -2.156724
Si -3.342523 2.714926 -2.766127
C -3.280501 2.118768 -4.521934
C -2.497505 4.356810 -2.562699
C -2.376698 1.522254 -1.738236
C -1.688157 0.745063 -1.088007
H -5.654753 3.502574 -2.773752
H -5.134769 3.146489 -1.122786
H -5.590157 1.829857 -2.211020
H -3.900332 2.752382 -5.160670
H -3.658079 1.096977 -4.601975
H -2.261879 2.137761 -4.914447
H -3.014945 5.127252 -3.139347
H -1.460084 4.318407 -2.900439
H -2.503893 4.662901 -1.513952
C -2.155698 -1.762889 -3.077940
P -1.592568 -2.363438 -1.454060
C -3.170526 -2.917103 -0.745242
C -0.766256 -3.944745 -1.832556
H -2.562560 -2.595775 -3.653572
H -1.364666 -1.284211 -3.647067
H -2.932950 -1.019898 -2.905184
H -3.647005 -3.614104 -1.437332
H -3.820324 -2.055328 -0.594572
H -3.011360 -3.403463 0.215273
H -1.313628 -4.460018 -2.623229
H -0.759214 -4.572048 -0.942691
H 0.262348 -3.794661 -2.152081

Cartesian forces (eV/Å) of the 2 atoms listed first:
Rh -0.3 -0.6 -0.2
C 0.0 -0.1 0.0

***

[3]
Formula: C35H51Br2ClF3I2N2O13S
Source: OMol25
Level of theory: wB97M-V/def2-TZVPD

Computed properties:
Kohn-Sham gap = 5.88 eV
LUMO level = -0.201 Eh
highest occupied orbital energy = -11.34 eV
charge = +1
max |F| = 9.2 eV/Å
energy = -9352.06817 Ha

Element x y z (Å)
C -3.708872 7.004630 5.518502
C -3.395463 6.815705 3.897109
C -4.681550 5.967537 3.247450
O -5.829978 6.632930 3.091998
O -4.465106 4.544432 2.944455
C -4.781688 4.245237 1.513739
C -3.559072 3.553484 0.673472
C -3.261920 1.966074 0.857409
Br -4.689097 1.309691 2.175895
N -3.822278 1.300778 -0.423928
I -5.921399 1.464006 -0.552271
C -3.303201 -0.077284 -0.723299
I -4.251951 -0.452593 -2.735225
C -3.922283 -1.339946 0.080744
Cl -4.019603 -2.799488 -1.130397
C -3.226717 -1.875090 1.435835
C -3.675285 -3.477681 1.634141
C -1.678575 0.041781 -0.812854
C -0.919706 -1.410311 -1.185028
C 0.713693 -1.353236 -0.899081
C 1.445464 -2.786730 -1.354913
C 2.447545 -3.343600 -0.176780
S 3.684697 -2.090084 0.464101
O 5.104824 -2.721941 0.713186
O 3.919621 -0.883841 -0.487731
O 3.132134 -1.500828 1.998932
C -1.039277 1.083677 -1.884043
C -0.886504 0.693748 -3.437002
O -1.728724 1.306316 -4.318029
Br 0.462216 -0.508270 -4.316595
O -1.199186 0.359852 0.502759
C -1.740818 1.506482 1.227084
C -0.542160 2.632076 0.918832
C -0.189473 3.710198 2.042533
C 0.845586 4.871530 1.478897
F 2.275840 4.739788 1.888955
C 0.404827 6.023768 0.644483
F 0.355823 7.357084 1.287642
F 0.086658 5.738930 -0.790898
C -1.488561 1.114087 2.842751
C -0.594558 -0.221906 3.149055
C -0.430419 -0.471756 4.738718
C -1.108061 0.557554 5.758669
N -1.883983 1.810638 5.568131
C -2.004794 1.980129 4.108852
H -4.674814 6.404216 5.833694
H -2.810567 6.634277 6.184202
H -3.904066 8.146217 5.769613
H -2.399020 6.191104 3.820243
H -3.254126 7.873779 3.407368
H -4.850023 5.346504 1.041566
H -5.850640 3.815756 1.345286
H -2.652641 4.288421 0.928838
H -3.802099 3.847464 -0.461829
H -3.584900 1.875538 -1.290239
H -5.075806 -1.231637 0.378185
H -2.063425 -1.885786 1.485767
H -3.592601 -1.368202 2.447936
H -3.503665 -3.676224 2.799344
H -2.960336 -4.220960 1.081684
H -4.817235 -3.655400 1.451644
H -1.192747 -1.786150 -2.274413
H -1.297543 -2.299457 -0.489881
H 1.274465 -0.519373 -1.495758
H 0.914127 -1.175193 0.253021
H 0.628817 -3.552462 -1.702852
H 2.138271 -2.595752 -2.308088
H 3.073941 -4.284936 -0.548943
H 1.747886 -3.681212 0.722997
H 2.226422 -1.949157 2.099113
H -1.524661 2.176877 -1.861290
H 0.070684 1.293421 -1.484923
H 0.479104 2.109667 0.584654
H -0.893752 3.220391 -0.059526
H 0.348949 3.235832 2.987683
H -1.121900 4.304375 2.481527
H -0.096008 -0.962538 2.404228
H 0.169880 -1.411296 5.122407
H -0.967165 0.271707 6.911815
H -2.601982 2.964071 3.781167
C 5.604872 1.953402 -8.100814
C 4.736700 1.649149 -9.309538
O 3.576374 0.897573 -8.932207
C 2.585288 1.605229 -8.336802
O 2.597643 2.805669 -8.104554
O 1.587189 0.746009 -8.013650
C 0.523556 1.348637 -7.280593
H 5.853320 1.032392 -7.563565
H 6.530884 2.449250 -8.404495
H 5.085213 2.603837 -7.390415
H 5.302280 1.027723 -10.012269
H 4.450841 2.562228 -9.844510
H 0.127773 2.226785 -7.800705
H 0.869289 1.616979 -6.277426
H -0.281501 0.614690 -7.184256
C 5.421624 -6.446064 0.538793
C 5.572717 -6.499573 2.049295
O 4.489702 -7.221910 2.648386
C 4.554592 -8.571939 2.544713
O 5.443295 -9.209880 1.998471
O 3.446137 -9.094657 3.125217
C 3.337801 -10.509447 2.989280
H 4.441164 -6.043860 0.263919
H 6.200433 -5.820645 0.093947
H 5.489637 -7.444523 0.095813
H 5.535643 -5.481373 2.451507
H 6.536811 -6.928562 2.346135
H 4.240021 -11.015096 3.347918
H 3.139419 -10.768025 1.944451
H 2.491792 -10.845439 3.595460

Cartesian forces (eV/Å) of the 2 atoms listed first:
C -0.3 0.3 0.4
C -0.1 -1.1 0.9